[1]
Here is a 2-piece molecular cluster, C3H6N2O2 overall in a non-equilibrium geometry from OMol25. Energies are from ωB97M-V/def2-TZVPD.

Output
SMILES: C/C(O)=N/O.C#N
Calculated total energy: -377.80263 Ha

Each atom is followed by the atoms it is bonded to, with distances in Å.
Geometry (Å):
1 C -0.79 0.25 0.00  C2 1.510, N5 1.272, O6 1.344
2 C -0.52 1.45 0.88  C1 1.510, H8 1.174, H9 1.105, H10 1.045
3 C 2.48 -1.15 0.26  N4 1.132, H12 1.109
4 N 2.15 -1.44 1.30  C3 1.132
5 N -0.41 -0.91 0.35  C1 1.272, O7 1.416
6 O -1.21 0.57 -1.23  C1 1.344, H11 0.996
7 O -0.71 -1.88 -0.63  N5 1.416, H13 0.910
8 H -1.33 2.26 1.11  C2 1.174
9 H 0.29 1.92 0.30  C2 1.105
10 H -0.12 1.10 1.78  C2 1.045
11 H -1.17 -0.24 -1.81  O6 0.996
12 H 2.76 -0.53 -0.62  C3 1.109
13 H -0.54 -2.64 -0.16  O7 0.910

Löwdin atomic charge list, values in e, 5 entries: C -0.487; C -0.009; C -0.115; N 0.059; N 0.019


[2]
Here is a 2-piece molecular cluster, C3H9N2 overall in a non-equilibrium geometry from OMol25. Energies are from ωB97M-V/def2-TZVPD.

Output
Net charge: +1
Calculated total energy: -228.77436 Ha

Each atom is followed by the atoms it is bonded to, with distances in Å.
Geometry (Å):
1 C 0.70 2.15 -1.12  C2 1.406, H6 1.089, H7 1.085
2 C -0.42 1.83 -0.33  C1 1.406, C3 1.527, N5 1.298
3 C -1.75 1.61 -1.05  C2 1.527, N4 1.446, H8 1.092, H11 1.094
4 N -2.91 1.51 -0.20  C3 1.446, H10 1.017, H13 1.019
5 N -0.39 1.67 0.96  C2 1.298, H12 1.031
6 H 1.67 2.35 -0.67  C1 1.089
7 H 0.60 2.22 -2.20  C1 1.085
8 H -1.89 2.44 -1.75  C3 1.092
9 H 19.65 -34.22 6.75  H14 0.762
10 H -3.12 2.38 0.28  N4 1.017
11 H -1.70 0.68 -1.62  C3 1.094
12 H 0.55 1.85 1.35  N5 1.031
13 H -2.72 0.86 0.55  N4 1.019
14 H 19.00 -34.42 7.08  H9 0.762

Löwdin atomic charge list, values in e, 5 entries: C 0.397; C -0.335; C -0.229; N 0.036; N 0.318


no.,Kohn-Sham gap (eV)
1,10.10
2,4.99